Molecular formula: C61H66IrN4OP2Te
Method: DFT, ωB97M-V with the def2-TZVPD basis set

Each line ends with the Löwdin charge.
Cartesian coordinates (Å):
Ir1 0.127296 -0.321510 0.559083  0.961
C1 1.382331 -0.943057 -2.726882  -0.281
N1 0.209341 -1.713843 -2.989815  -0.185
C2 -1.021603 -1.193451 -2.488331  -0.302
P1 -1.274168 -1.776189 -0.720329  0.974
C3 -1.047068 -3.540136 -1.094359  -0.346
C4 0.135023 -4.183230 -0.744626  -0.111
C5 0.397125 -5.462312 -1.210837  -0.055
C6 -0.517646 -6.102009 -2.033103  -0.050
C7 -1.706990 -5.470194 -2.370228  -0.046
C8 -1.973997 -4.193773 -1.906927  -0.085
C9 -3.034499 -1.478615 -0.464106  -0.357
C10 -3.903455 -2.446670 0.036862  -0.091
C11 -5.213832 -2.107180 0.331655  -0.052
C12 -5.658347 -0.804881 0.151679  -0.046
C13 -4.791101 0.167624 -0.329848  -0.052
C14 -3.483012 -0.164940 -0.633132  -0.083
C15 0.215792 -2.685293 -4.021471  -0.235
C16 -0.735963 -2.666628 -5.041224  -0.022
C17 -0.723823 -3.640382 -6.025683  -0.067
C18 0.224972 -4.651883 -6.004927  -0.075
C19 1.187510 -4.660004 -5.007054  -0.068
C20 1.190817 -3.680274 -4.028139  -0.033
P2 1.926999 -0.762585 -0.948391  0.980
C21 3.304171 0.404171 -1.131363  -0.349
C22 3.788578 0.906566 -2.335077  -0.100
C23 4.882097 1.759876 -2.335725  -0.071
C24 5.493032 2.125713 -1.146558  -0.055
C25 5.009140 1.632602 0.058282  -0.051
C26 3.925071 0.774416 0.065168  -0.087
C27 2.871835 -2.228234 -0.416627  -0.371
C28 2.755786 -2.599431 0.923265  -0.156
C29 3.466077 -3.680998 1.417658  -0.058
C30 4.334238 -4.371814 0.583785  -0.051
C31 4.482458 -3.982185 -0.739942  -0.052
C32 3.748044 -2.921460 -1.245647  -0.077
H1 1.189517 0.105960 -3.021630  0.043
H2 2.209056 -1.329092 -3.322455  0.105
H3 -1.863025 -1.591758 -3.051466  0.100
H4 -1.025791 -0.101492 -2.522283  -0.013
H5 0.850776 -3.683499 -0.107786  0.064
H6 1.318403 -5.956935 -0.930900  0.116
H7 -0.309940 -7.093396 -2.412002  0.118
H8 -2.427908 -5.970951 -3.001683  0.118
H9 -2.904074 -3.707567 -2.173168  0.113
H10 -3.558513 -3.461663 0.188634  0.108
H11 -5.891429 -2.858054 0.714537  0.117
H12 -6.677131 -0.541597 0.400631  0.118
H13 -5.138049 1.185492 -0.448973  0.111
H14 -2.792990 0.591852 -0.992688  0.072
H15 -1.470421 -1.872695 -5.094266  0.112
H16 -1.456296 -3.599736 -6.820456  0.111
H17 0.214853 -5.419718 -6.765465  0.110
H18 1.938934 -5.438084 -4.982785  0.112
H19 1.935147 -3.702319 -3.241506  0.095
H20 3.339840 0.645053 -3.283392  0.098
H21 5.252869 2.144327 -3.276244  0.121
H22 6.339940 2.797882 -1.154692  0.119
H23 5.473098 1.919214 0.992008  0.116
H24 3.557862 0.376839 1.005678  0.104
H25 2.099864 -2.028353 1.571104  0.052
H26 3.337784 -3.995715 2.444830  0.115
H27 4.892928 -5.212933 0.970218  0.116
H28 5.174108 -4.513489 -1.379502  0.117
H29 3.864846 -2.632541 -2.283412  0.108
C33 -1.576277 2.284277 -9.489135  -0.034
C34 -1.325768 2.369513 -8.011227  -0.246
C35 -2.385274 2.458001 -7.114448  0.001
C36 -2.183557 2.505654 -5.739731  -0.307
C37 -3.372564 2.563998 -4.813031  -0.084
C38 -0.865883 2.500505 -5.288682  -0.272
Te1 -0.599512 2.361481 -3.030234  1.688
N2 -0.398574 1.581630 -0.966600  -0.210
C39 -0.722127 2.281576 0.100049  -0.639
O1 -0.563479 1.733211 1.231173  -0.126
C40 -1.315724 3.648247 0.027765  -0.198
C41 -0.639320 4.743051 0.548397  -0.022
C42 -1.189692 6.010590 0.430504  -0.054
C43 -2.419426 6.182593 -0.187020  -0.060
C44 -3.110128 5.084788 -0.680798  -0.060
C45 -2.558291 3.819009 -0.579831  -0.066
C46 0.221311 4.309196 -2.897548  -0.396
C47 -0.546503 5.307312 -3.488807  -0.122
C48 -0.140018 6.627284 -3.420749  -0.065
C49 1.036301 6.949523 -2.759050  -0.058
C50 1.802299 5.950320 -2.186311  -0.036
C51 1.413348 4.613298 -2.244253  -0.301
C52 2.287070 3.566629 -1.620382  -0.061
C53 0.226811 2.387215 -6.144309  -0.288
C54 1.652103 2.301692 -5.668106  -0.057
C55 -0.029709 2.341092 -7.512406  -0.001
H30 -2.638540 2.350993 -9.712862  0.080
H31 -1.197519 1.341857 -9.886286  0.090
H32 -1.058239 3.091844 -10.006697  0.091
H33 -3.400772 2.478787 -7.492103  0.124
H34 -4.275536 2.805195 -5.370937  0.084
H35 -3.245019 3.319574 -4.037024  0.044
H36 -3.527575 1.598622 -4.324506  0.074
H37 0.320097 4.604543 1.030627  0.122
H38 -0.659968 6.868677 0.821158  0.114
H39 -2.845527 7.172993 -0.275093  0.114
H40 -4.084053 5.217814 -1.133433  0.112
H41 -3.111935 2.949764 -0.913562  0.094
H42 -1.459904 5.055049 -4.014601  0.097
H43 -0.738101 7.400854 -3.882465  0.114
H44 1.363238 7.978990 -2.701585  0.113
H45 2.729983 6.204947 -1.687717  0.121
H46 3.337289 3.762753 -1.832092  0.082
H47 2.037309 2.574081 -1.993583  0.015
H48 2.165569 3.555773 -0.533681  0.094
H49 1.721800 2.475976 -4.594701  0.016
H50 2.272552 3.039843 -6.176393  0.095
H51 2.063288 1.314452 -5.891324  0.089
H52 0.807523 2.262305 -8.197223  0.132
C56 -1.118055 -3.550312 5.848788  -0.057
C57 -1.860568 -2.405307 5.161372  -0.185
N3 -1.246436 -1.974182 3.900453  -0.056
C58 -1.467029 -2.849978 2.755545  -0.190
C59 -0.344815 -3.858616 2.525680  -0.043
C60 -0.483674 -0.886133 3.807819  -0.375
C61 -0.363132 -0.002109 5.020724  0.021
N4 0.165096 -0.539373 2.717362  -0.025
H53 -1.529087 -3.692966 6.847218  0.087
H54 -0.055539 -3.328553 5.952232  0.085
H55 -1.239520 -4.486666 5.308358  0.070
H56 -1.929189 -1.566962 5.845688  0.104
H57 -2.879230 -2.725196 4.938599  0.127
H58 -1.591087 -2.233429 1.862849  0.049
H59 -2.403136 -3.379974 2.930332  0.127
H60 0.569199 -3.357140 2.215332  0.039
H61 -0.636053 -4.566975 1.750808  0.078
H62 -0.133385 -4.415982 3.434770  0.071
H63 -0.034444 -0.557182 5.896926  0.097
H64 -1.330502 0.455228 5.231134  0.109
H65 0.348841 0.800029 4.841891  0.092
H66 0.659284 0.331874 2.883306  0.048

Forces on atoms 1 to 3 (eV/Å):
Ir -1.1443 2.5927 -2.7482
C -0.2671 0.3511 0.2468
N -0.0068 -0.2098 0.1688

Calculated values
**Frontier orbital gap (spin up / spin down)**: 5.69 / 5.25 eV
**⟨S²⟩**: 0.7999
**Relative energy (zero: lowest compared OMol25 entry of this formula, charge and spin)**: 0.0 kcal per mole
**Electronic energy**: -101031.26829 eV
**HOMO energy (spin up / spin down)**: -12.11 / -11.93 eV
**Spin multiplicity**: 2
**Net charge**: +2